[1]
The following is a DFT calculation (ωB97M-V with the def2-TZVPD basis set) of the ion C6H11IN with charge +1 at a distorted geometry.

2S+1 = 3
Charge = +1
M = 224.1 g/mol
<S²> = 2.01
Gap between HOMO and LUMO (alpha / beta) = 8.30 / 8.84 eV

```
19
Properties=species:S:1:pos:R:3:forces:R:3
C 1.09756 0.79718 0.82586 -0.335 -2.818 2.153
C 0.29904 1.47696 -0.14608 -2.705 1.775 -1.558
C 0.29402 -0.32964 1.66338 -1.044 2.639 0.850
C 0.20661 0.67419 -1.47291 -0.955 0.601 -0.061
C -0.79388 -0.93819 0.90461 1.627 0.031 0.207
C -0.65161 -0.58035 -1.49253 0.657 0.421 -0.459
N -0.42811 -1.56189 -0.34693 -3.768 -1.871 -1.818
I -2.49138 -0.79226 -2.53340 1.379 0.115 0.911
H 1.88514 0.33868 0.29790 1.410 -0.723 -0.294
H 1.50625 1.44662 1.53533 0.737 0.928 1.128
H -0.75511 1.52849 0.18381 0.299 0.462 0.163
H 0.63617 2.56043 -0.25691 -0.355 -1.519 -0.491
H 0.93239 -1.12435 1.99131 0.807 -0.341 0.537
H -0.17657 0.20152 2.58996 0.925 -1.131 -1.537
H -0.16157 1.35545 -2.21803 -0.615 0.121 -0.468
H 1.19155 0.50542 -1.83445 1.159 -0.769 -0.215
H -1.76676 -1.17917 1.16523 -1.590 -0.042 0.857
H 0.46536 -2.10479 -0.31172 -0.503 0.740 -0.381
H -1.28910 -2.27430 -0.54441 2.869 1.382 0.476
```
Positions in Å, forces in eV/Å.

---

[2]
The following is a DFT calculation (ωB97M-V with the def2-TZVPD basis set) of a structure of composition C6H11IO3S at a distorted geometry.

2S+1 = 1
Charge = 0
M = 290.1 g/mol
Gap between HOMO and LUMO = 9.98 eV

```
22
Properties=species:S:1:pos:R:3:forces:R:3
C 0.75536 1.88971 1.04811 -0.116 -0.037 0.065
C 1.49114 1.94783 -0.25192 0.072 -0.003 -0.169
C 0.02775 1.61966 -0.23770 0.010 -0.160 -0.099
C -1.15402 -2.85583 -0.32010 -0.575 0.793 0.074
C -0.43432 0.21679 -0.52394 -1.743 -0.235 1.805
C -1.75956 -0.13312 0.44585 1.545 -0.080 -1.763
O -3.26278 -1.55422 -1.23387 0.046 -0.055 -0.360
O -3.23860 -2.16209 1.15619 -0.001 -0.211 0.333
O -0.72461 -0.05976 -1.84767 0.155 0.063 -0.531
S -2.53485 -1.72019 -0.01301 0.588 -0.370 0.176
I -3.33436 1.25477 0.20489 -0.016 0.392 0.137
H 0.94568 1.04226 1.69014 0.048 -0.096 0.054
H 0.54704 2.80251 1.58258 -0.035 0.103 -0.021
H 1.78050 2.91125 -0.63888 0.004 0.122 0.003
H 2.19365 1.16071 -0.47810 0.016 -0.138 -0.011
H -0.64831 2.38626 -0.59829 0.024 0.016 0.060
H -1.58184 -3.83923 -0.45802 -0.232 -0.140 0.019
H -0.65514 -2.52910 -1.22106 0.135 0.072 -0.181
H -0.49995 -2.84748 0.53902 0.174 -0.020 0.236
H 0.33122 -0.50346 -0.21851 -0.006 0.082 0.033
H -1.47409 -0.17300 1.49125 -0.044 -0.031 0.066
H -1.37736 0.56773 -2.18481 -0.051 -0.065 0.073
```
Positions in Å, forces in eV/Å.

---

[3]
The following is a DFT calculation (ωB97M-V with the def2-TZVPD basis set) of a structure of composition C6H11N at a distorted geometry.

2S+1 = 2
Charge = -1
M = 97.2 g/mol
<S²> = 0.76
Gap between HOMO and LUMO (alpha / beta) = 5.64 / 5.73 eV

```
18
Properties=species:S:1:pos:R:3:forces:R:3
C -1.09230 0.83495 1.79633 0.116 -0.036 -0.163
C 0.37646 0.83025 1.34372 -0.132 -0.309 -0.067
C 0.90919 -0.49264 0.84462 0.245 -0.531 1.711
C 0.50704 -1.24705 -0.37568 -2.803 0.540 0.077
C -0.56938 -0.62468 -1.24934 2.094 0.498 -1.960
N -0.44088 0.77830 -1.54856 0.179 0.059 0.425
C 0.17511 -0.08769 -2.51291 -1.757 0.142 0.403
H -1.70789 0.81436 0.89522 -0.096 -0.005 0.081
H -1.30395 1.74870 2.35672 -0.122 0.075 -0.026
H -1.36596 -0.01693 2.43065 0.174 0.025 -0.061
H 0.46436 1.56142 0.54469 -0.091 0.104 -0.146
H 1.04239 1.14642 2.15676 -0.137 -0.053 0.077
H 1.40976 -0.39150 -0.28950 1.285 0.029 -0.510
H 1.44291 -1.06176 1.61902 0.139 0.063 -0.510
H 0.71833 -2.29414 -0.55998 0.482 -0.033 0.522
H -1.53216 -1.13709 -1.41488 0.202 -0.213 0.239
H 1.26260 -0.22902 -2.52691 0.107 -0.071 -0.117
H -0.29562 -0.13190 -3.50997 0.115 -0.285 0.024
```
Positions in Å, forces in eV/Å.

---

[4]
The following is a DFT calculation (ωB97M-V with the def2-TZVPD basis set) of the ion C6H11N with charge -1 at a distorted geometry.

2S+1 = 2
Charge = -1
M = 97.2 g/mol
<S²> = 0.76
Gap between HOMO and LUMO (alpha / beta) = 3.98 / 6.38 eV

```
18
Properties=species:S:1:pos:R:3:forces:R:3
C 1.09625 2.41378 -1.78160 -0.169 -1.378 1.118
N 1.45671 -0.31185 -0.54685 0.358 0.461 0.517
C 0.28887 0.40658 -0.33410 -1.009 0.232 1.049
C 0.09363 1.64360 -0.92820 -0.143 -0.051 -0.559
C -1.58762 -2.20585 1.89925 0.015 0.548 0.638
C -0.58175 -1.50376 1.01471 -0.228 -0.385 0.640
C -0.68884 -0.16913 0.57650 1.178 0.073 -1.305
H 1.35845 3.36624 -1.31347 -0.198 0.426 -0.439
H 2.04332 1.85855 -1.76039 -0.003 0.114 -0.303
H 0.75292 2.47936 -2.81360 0.208 0.507 -0.176
H 1.47671 -1.25480 -0.20868 -0.059 -0.189 -0.311
H 1.98116 -0.05253 -1.35630 0.139 -0.379 -0.204
H -0.95577 1.92155 -0.99380 0.131 0.416 0.190
H -1.25389 -2.17145 2.96122 -0.070 -0.210 -0.126
H -2.58675 -1.75659 1.94720 0.037 0.126 -0.417
H -1.72776 -3.25766 1.64670 0.010 -0.124 -0.031
H 0.40961 -1.85417 1.32302 0.088 0.067 -0.430
H -1.57526 0.44812 0.66839 -0.285 -0.256 0.149
```
Positions in Å, forces in eV/Å.

---

[5]
The following is a DFT calculation (ωB97M-V with the def2-TZVPD basis set) of a structure of composition C6H11N at a distorted geometry.

2S+1 = 1
Charge = 0
M = 97.2 g/mol
Gap between HOMO and LUMO = 8.35 eV

```
18
Properties=species:S:1:pos:R:3:forces:R:3
C 0.37192 -0.47017 1.90646 -0.111 -0.352 -0.352
C -1.86915 -0.06339 -1.20038 0.014 -0.006 0.045
N 1.95287 0.15630 -1.19240 -0.101 0.343 0.121
C 0.83800 0.48545 -0.41496 -0.957 -1.233 -0.381
C 1.07454 0.50261 1.01950 -0.572 0.190 0.448
C -0.83146 -0.07271 1.12976 0.713 0.821 0.444
C -0.82086 -0.51473 -0.21277 1.067 0.245 -0.622
H 2.04834 0.53065 -2.12411 0.028 -0.324 0.118
H 2.48390 -0.66097 -0.93650 -0.032 0.210 -0.191
H 0.65774 -1.52666 1.82579 -0.078 0.029 0.033
H 0.37105 -0.16251 2.95192 0.044 0.025 -0.117
H 0.26762 1.28044 -0.88215 0.079 0.099 0.093
H 1.84628 1.16574 1.40536 -0.067 0.044 0.121
H -1.47628 0.72687 1.46960 -0.026 -0.093 0.128
H -0.47991 -1.54063 -0.36095 -0.058 -0.009 0.045
H -2.78782 -0.65078 -1.10843 0.039 0.048 -0.006
H -2.13196 0.98722 -1.04655 0.025 -0.038 0.012
H -1.51484 -0.17273 -2.22919 -0.006 0.000 0.063
```
Positions in Å, forces in eV/Å.

---

[6]
The following is a DFT calculation (ωB97M-V with the def2-TZVPD basis set) of a structure of composition C6H11N at a distorted geometry.

2S+1 = 1
Charge = 0
M = 97.2 g/mol
Gap between HOMO and LUMO = 9.99 eV

```
18
Properties=species:S:1:pos:R:3:forces:R:3
C -1.80114 -0.24991 1.13426 -0.056 -0.044 -0.025
C -0.35860 0.18451 1.37892 0.071 -0.110 -0.076
C 0.46993 0.37065 0.09762 -0.140 -0.014 -0.325
C 1.92370 0.75795 0.39472 0.005 -0.092 -0.082
C -0.28966 -0.38800 -2.50823 1.013 -2.546 1.172
C 0.33380 -0.71415 -0.95061 -0.944 0.636 -2.225
N 0.40993 -1.81728 -1.44335 -0.225 0.895 -0.068
H -2.33070 0.45661 0.48443 0.105 -0.078 0.100
H -2.34799 -0.31509 2.08006 0.060 0.012 -0.143
H -1.84153 -1.23465 0.65609 0.010 0.132 0.066
H 0.14335 -0.53167 2.04148 -0.055 0.057 -0.114
H -0.34568 1.15318 1.90195 0.044 -0.234 -0.133
H 2.41260 0.02670 1.04738 -0.102 0.067 -0.126
H 2.50421 0.84106 -0.52835 -0.046 0.004 0.125
H 1.94274 1.73301 0.89809 -0.033 -0.239 -0.091
H 0.39058 -0.51746 -3.37101 0.048 0.462 0.769
H -1.22759 -0.89862 -2.79605 0.217 0.547 0.683
H 0.01205 1.14317 -0.51739 0.027 0.544 0.494
```
Positions in Å, forces in eV/Å.